{"formula": "C7H3N3O5", "method": "the ωB97M-V functional and the def2-TZVPD basis", "symbols": ["C", "C", "C", "C", "C", "C", "C", "N", "N", "N", "O", "O", "O", "O", "O", "H", "H", "H"], "coordinates": [[-1.966, -0.562, 2.723], [-2.073, -2.299, 1.357], [0.560, 0.797, -2.422], [2.157, -0.459, -0.543], [-1.281, -0.158, 0.304], [-1.727, -0.931, 1.412], [1.266, 0.707, -1.030], [-2.295, -0.290, 3.803], [-2.411, -3.426, 1.220], [1.416, 1.761, -0.328], [1.375, 1.169, -3.307], [2.284, -1.460, -1.219], [-0.632, 0.510, -2.453], [2.863, -0.141, 0.417], [0.772, 2.848, -0.268], [-1.042, -0.576, -0.573], [-1.223, 0.876, 0.386], [1.960, 1.634, 0.520]], "atomic_forces_ev_per_a": [[-1.05, 2.34, 3.02], [-0.82, -4.75, -1.96], [2.37, 0.50, 0.41], [0.91, 1.55, -0.90], [-1.98, -2.05, 6.03], [1.45, 1.27, -3.75], [-0.06, -0.59, -1.52], [0.58, -0.37, -1.06], [0.98, 3.42, 0.71], [-0.57, -0.57, 2.11], [-1.05, -0.31, 0.39], [-0.97, -1.89, -1.32], [-1.45, -0.36, -0.43], [0.77, 0.34, 2.46], [-1.03, 1.96, -0.96], [0.59, -1.55, -3.34], [0.44, 1.80, 0.25], [0.89, -0.75, -0.13]], "mol_weight_g_mol": 209.12, "gap_ev": [5.8, 5.8], "e_above_lowest_kcal_mol": 57.2, "e_tot_ha": -808.9420, "e_lumo_ev": [4.46, 4.46], "e_homo_ha": [-0.0477, -0.0476], "total_charge": -2}